[1]
Here is a 2-piece molecular cluster, CH4S overall from the Open Molecules 2025 dataset. Energies are from wB97M-V/def2-TZVPD.

Structure (ORCA input):
```
! wB97M-V def2-TZVPD RIJCOSX def2/J DEFGRID3
* xyz 0 1
C 0.518 -0.102 -0.019
S -2.336 0.326 0.250
H 1.397 0.059 0.591
H -0.413 0.335 0.438
H 0.222 -1.100 -0.324
H 0.612 0.482 -0.935
*
```

The orbital gap comes out at 0.244 Eh. Its energy is -11933.3313 eV. The calculation puts the energy relative to the best compared isomer or geometry (same formula, charge and spin) at 82.1 kcal per mole.



[2]
Here is an isolated ion of composition C9H14ClN3O and charge +2 from the Open Molecules 2025 dataset. Energies are from wB97M-V/def2-TZVPD.

Structure (ORCA input):
```
! wB97M-V def2-TZVPD RIJCOSX def2/J DEFGRID3
* xyz 2 3
C 1.218 0.183 -2.005
C 0.287 2.351 -2.598
C 0.089 1.042 -2.058
C 0.275 3.228 -1.519
C 0.180 2.438 -0.321
C 0.203 3.019 0.972
C 0.653 -3.178 1.270
C -0.117 -1.265 0.012
C -0.263 -2.002 1.318
N 2.364 0.061 -2.092
N -0.139 1.220 -0.655
N -1.703 -2.422 1.590
O -0.149 0.137 0.251
Cl -0.117 4.848 -1.651
H 0.277 2.572 -3.651
H -0.450 0.320 -2.745
H -0.844 3.405 1.462
H 0.716 4.039 0.879
H 0.742 2.446 1.818
H 0.338 -4.154 0.733
H 1.635 -2.755 0.784
H 0.947 -3.414 2.290
H 0.848 -1.539 -0.412
H -0.813 -1.624 -0.659
H -0.031 -1.499 2.237
H -1.818 -3.055 2.359
H -2.046 -2.792 0.635
H -2.282 -1.611 1.757
*
```

The orbital gap (spin up / spin down) comes out at 0.291 / 0.260 Eh. Its energy is -28575.1380 eV. The expectation value of S² is 2.01.